Entry 1:
This record from OMol25 describes a molecular structure, C46H56N6O3P2Ti. The level of theory is wB97M-V/def2-TZVPD.

The geometry in ORCA input format:
```
! RIJCOSX wB97M-V def2-TZVPD def2/J DEFGRID3
* xyz 0 1
Ti 0.35 0.72 -0.73
O -1.09 -0.66 -0.48
C -2.06 -1.22 0.22
C -2.69 -2.40 -0.22
C -3.58 -3.07 0.59
C -3.90 -2.58 1.85
C -3.36 -1.37 2.25
C -2.48 -0.67 1.43
C -2.10 1.70 0.58
N -0.86 2.05 -0.07
C -0.33 3.38 0.20
C 0.22 3.85 -1.14
N 1.02 2.70 -1.56
C 2.06 2.92 -2.26
C 3.21 2.05 -2.31
C 4.31 2.36 -3.11
C 5.54 1.80 -2.86
C 5.69 0.97 -1.74
C 4.61 0.65 -0.94
C 3.33 1.11 -1.27
O 2.27 0.70 -0.59
H -2.43 -2.82 -1.19
H -4.02 -3.99 0.24
H -4.58 -3.12 2.49
H -3.63 -0.95 3.21
H -2.51 2.62 1.01
H 0.49 3.34 0.94
H -1.09 4.05 0.60
H 0.84 4.75 -1.06
H -0.60 4.03 -1.83
H 2.18 3.90 -2.74
H 4.18 3.07 -3.92
H 6.39 2.02 -3.49
H 6.67 0.58 -1.49
H 4.73 0.04 -0.05
C -5.37 1.63 1.27
C -5.08 1.13 -0.14
C -5.68 -0.27 -0.33
P -3.33 1.18 -0.82
C -3.48 2.74 -1.84
C -3.48 4.09 -1.13
C -2.53 2.67 -3.04
C -1.89 0.70 1.80
C -2.56 1.33 3.01
C -2.24 1.07 4.28
C -2.92 1.72 5.44
C -1.20 0.09 4.53
C -0.38 -0.31 3.55
C -0.48 0.24 2.18
N 0.53 0.16 1.38
C 1.79 -0.32 1.88
C 2.40 0.39 2.92
C 3.66 0.05 3.37
C 4.36 -1.00 2.79
C 5.75 -1.36 3.24
C 3.75 -1.68 1.74
C 2.48 -1.36 1.26
P 1.78 -2.17 -0.24
C 1.41 -3.89 0.41
C -0.04 -3.91 0.90
C 2.31 -4.47 1.50
C 3.27 -2.38 -1.37
C 3.88 -3.78 -1.48
C 2.88 -1.89 -2.77
H -6.45 1.65 1.44
H -4.95 0.94 2.00
H -4.98 2.63 1.45
H -5.61 1.79 -0.84
H -5.33 -0.95 0.45
H -6.77 -0.22 -0.27
H -5.41 -0.70 -1.29
H -4.49 2.60 -2.25
H -2.50 4.35 -0.73
H -3.76 4.88 -1.82
H -4.19 4.11 -0.30
H -1.50 2.50 -2.76
H -2.81 1.84 -3.69
H -2.59 3.59 -3.63
H -3.33 2.05 2.80
H -3.70 2.41 5.11
H -3.39 0.96 6.09
H -2.21 2.26 6.06
H -1.09 -0.32 5.53
H 0.40 -1.03 3.75
H 1.87 1.22 3.36
H 4.11 0.62 4.17
H 5.84 -1.29 4.32
H 6.02 -2.37 2.93
H 6.49 -0.67 2.81
H 4.30 -2.49 1.26
H 1.46 -4.53 -0.48
H -0.20 -3.17 1.70
H -0.74 -3.68 0.11
H -0.30 -4.89 1.31
H 2.22 -3.89 2.42
H 1.99 -5.49 1.72
H 3.36 -4.51 1.23
H 4.03 -1.71 -0.98
H 3.16 -4.50 -1.86
H 4.71 -3.74 -2.20
H 4.28 -4.15 -0.54
H 2.37 -0.93 -2.75
H 2.21 -2.61 -3.25
H 3.77 -1.79 -3.39
N -0.99 -1.47 -3.33
C -0.30 -0.34 -3.59
O 0.04 0.39 -2.59
C 0.05 0.06 -4.88
C 0.79 1.26 -5.03
N 1.41 2.22 -5.15
C -0.33 -0.73 -5.99
N -0.68 -1.45 -6.82
H -1.30 -1.55 -2.37
H -1.41 -1.99 -4.08
*
```

The value obtained for the HOMO-LUMO gap is 7.076 eV. For the energy above the lowest of the compared OMol25 structures with the same formula, charge and spin, the calculation gives 0.198 eV.

Atom charges from the Mulliken analysis, given in e for atoms 1 to 4: Ti -1.28; O 1.85; C 1.19; C -1.47


Entry 2:
This record from OMol25 describes a molecular structure, C46H57AgAsGeN5O2PSi3 in a non-equilibrium geometry. The level of theory is wB97M-V/def2-TZVPD.

The geometry in ORCA input format:
```
! RIJCOSX wB97M-V def2-TZVPD def2/J DEFGRID3
* xyz 1 1
Ag -0.81 0.34 -0.73
O 4.19 -1.22 0.17
C 3.35 -0.22 -0.02
O 2.16 -0.29 0.18
C 4.01 1.05 -0.44
C 5.40 1.14 -0.35
C 6.07 2.30 -0.71
C 5.34 3.37 -1.19
C 3.96 3.29 -1.30
C 3.27 2.14 -0.92
P 1.42 2.19 -1.10
C 1.35 3.14 -2.67
C 1.62 2.41 -3.83
C 1.53 3.01 -5.08
C 1.17 4.35 -5.18
C 0.91 5.09 -4.03
C 1.02 4.49 -2.78
C 0.94 3.42 0.16
C -0.39 3.85 0.15
C -0.85 4.72 1.13
C 0.00 5.14 2.14
C 1.31 4.70 2.17
C 1.79 3.85 1.18
H 5.95 0.28 0.01
H 7.14 2.35 -0.63
H 5.84 4.29 -1.49
H 3.42 4.14 -1.69
H 1.89 1.36 -3.76
H 1.74 2.44 -5.97
H 1.09 4.82 -6.15
H 0.65 6.13 -4.10
H 0.82 5.07 -1.89
H -1.06 3.50 -0.62
H -1.88 5.06 1.10
H -0.36 5.81 2.91
H 1.98 5.03 2.96
H 2.82 3.52 1.21
N -2.86 3.38 -3.66
C -1.77 2.66 -3.37
N -2.06 1.82 -2.39
C -3.38 2.07 -2.14
N -3.90 3.02 -2.89
C -4.14 1.26 -1.18
C -5.50 1.44 -0.96
N -6.18 0.62 -0.16
C -5.51 -0.39 0.38
C -4.15 -0.57 0.16
N -3.46 0.27 -0.60
H -2.97 4.10 -4.36
H -0.83 2.77 -3.88
H -6.04 2.25 -1.43
H -6.07 -1.07 1.01
H -3.61 -1.39 0.61
Ge -0.68 -0.05 1.81
C -2.45 0.32 2.53
C -2.95 1.60 2.31
C -4.19 1.98 2.81
C -4.94 1.08 3.55
C -4.45 -0.20 3.78
C -3.21 -0.57 3.28
C 0.59 -0.66 3.15
C 1.85 -0.06 3.17
C 2.78 -0.37 4.15
C 2.45 -1.29 5.14
C 1.19 -1.85 5.17
C 0.26 -1.53 4.18
H -0.15 1.31 1.32
H -2.37 2.32 1.75
H -4.57 2.98 2.62
H -5.91 1.37 3.94
H -5.03 -0.91 4.37
H -2.86 -1.58 3.46
H 2.11 0.66 2.41
H 3.75 0.10 4.14
H 3.17 -1.53 5.91
H 0.91 -2.54 5.96
H -0.73 -1.96 4.25
C -1.49 -4.10 2.83
Si -1.62 -3.90 0.97
C -0.62 -5.34 0.29
C -3.41 -4.11 0.46
As -0.39 -2.05 0.07
Si 3.76 -2.89 0.29
C 5.44 -3.69 0.39
C 2.74 -3.22 1.81
C 2.88 -3.32 -1.29
Si -1.04 -2.23 -2.25
C 0.11 -1.14 -3.29
C -0.60 -3.99 -2.70
C -2.80 -1.88 -2.79
H -1.74 -5.15 3.01
H -2.19 -3.50 3.41
H -0.48 -3.93 3.19
H -0.60 -6.12 1.05
H 0.42 -5.07 0.07
H -1.06 -5.76 -0.61
H -3.70 -5.14 0.68
H -3.57 -3.94 -0.60
H -4.08 -3.46 1.03
H 5.82 -3.70 1.41
H 6.16 -3.17 -0.24
H 5.38 -4.73 0.04
H 2.31 -4.22 1.75
H 1.93 -2.50 1.90
H 3.35 -3.17 2.71
H 2.34 -4.27 -1.19
H 3.58 -3.42 -2.12
H 2.14 -2.55 -1.54
H 1.14 -1.47 -3.19
H 0.07 -0.07 -3.07
H -0.19 -1.25 -4.34
H 0.20 -4.41 -2.08
H -0.24 -3.99 -3.73
H -1.46 -4.66 -2.65
H -2.99 -0.80 -2.82
H -3.55 -2.34 -2.16
H -2.92 -2.27 -3.80
*
```

The value obtained for the HOMO-LUMO gap is 7.786 eV.

Atom charges from the Mulliken analysis, given in e for atoms 1 to 4: Ag 1.59; O -0.63; C 0.38; O 0.90


Entry 3:
This record from OMol25 describes a molecular structure, C46H57AsMnN2OS in a non-equilibrium geometry. The level of theory is wB97M-V/def2-TZVPD.

The geometry in ORCA input format:
```
! RIJCOSX wB97M-V def2-TZVPD def2/J DEFGRID3
* xyz 1 1
Mn -0.86 -0.34 -0.42
C -0.85 -3.52 -0.75
C -1.63 -2.62 0.22
C -3.03 -3.22 0.42
C -1.03 -2.43 1.62
C -0.74 -3.55 2.39
C -0.47 -3.43 3.74
C -0.49 -2.18 4.34
C -0.72 -1.02 3.61
C -0.67 0.33 4.30
C 0.54 0.50 5.22
C -1.96 0.57 5.09
C -1.00 -1.15 2.23
N -1.21 -0.09 1.37
C -1.78 1.11 1.58
C -1.69 1.99 0.50
N -1.02 1.57 -0.58
C -0.90 2.30 -1.77
C -0.81 1.54 -2.96
C -0.82 2.20 -4.18
C -0.88 3.59 -4.25
C -0.85 4.32 -3.08
C -0.82 3.71 -1.83
C -0.63 4.60 -0.61
C 0.59 5.51 -0.77
C -1.88 5.44 -0.33
C -0.65 0.02 -3.00
C -1.84 -0.67 -3.67
C 0.63 -0.38 -3.74
H -1.49 -3.78 -1.59
H -0.54 -4.45 -0.27
H 0.04 -3.04 -1.14
H -1.85 -1.65 -0.27
H -2.94 -4.26 0.76
H -3.59 -3.22 -0.51
H -3.59 -2.67 1.17
H -0.76 -4.54 1.94
H -0.27 -4.32 4.33
H -0.29 -2.11 5.40
H -0.58 1.10 3.54
H 0.50 -0.17 6.08
H 0.57 1.52 5.60
H 1.47 0.32 4.68
H -2.06 -0.17 5.89
H -2.85 0.47 4.45
H -1.96 1.56 5.53
H -2.30 1.36 2.49
H -2.22 2.93 0.52
H -0.79 1.64 -5.11
H -0.92 4.08 -5.21
H -0.81 5.40 -3.13
H -0.43 3.97 0.26
H 0.48 6.22 -1.58
H 1.49 4.92 -0.95
H 0.74 6.08 0.15
H -2.04 6.16 -1.14
H -1.77 6.00 0.60
H -2.78 4.82 -0.26
H -0.52 -0.42 -1.99
H -1.96 -0.30 -4.68
H -2.76 -0.49 -3.12
H -1.67 -1.75 -3.72
H 0.59 -0.04 -4.77
H 0.74 -1.46 -3.74
H 1.51 0.07 -3.27
C 4.42 -0.82 3.90
C 3.42 -1.77 3.73
C 2.60 -1.71 2.62
C 2.78 -0.75 1.64
C 3.76 0.23 1.84
C 4.57 0.19 2.96
As 1.74 -0.83 -0.03
C 2.83 0.42 -1.06
C 4.11 0.12 -1.51
C 4.84 1.06 -2.22
C 4.30 2.31 -2.47
C 3.04 2.63 -1.99
C 2.32 1.69 -1.28
C 2.42 -2.55 -0.73
C 2.46 -3.69 0.07
C 2.84 -4.91 -0.46
C 3.18 -5.02 -1.80
C 3.13 -3.89 -2.61
C 2.74 -2.67 -2.08
H 5.07 -0.86 4.76
H 3.27 -2.54 4.48
H 1.79 -2.43 2.53
H 3.89 1.02 1.11
H 5.33 0.95 3.10
H 4.54 -0.85 -1.30
H 5.84 0.81 -2.57
H 4.87 3.04 -3.04
H 2.62 3.61 -2.18
H 1.34 1.94 -0.88
H 2.18 -3.64 1.11
H 2.87 -5.78 0.18
H 3.48 -5.97 -2.21
H 3.38 -3.97 -3.66
H 2.69 -1.81 -2.73
C -5.34 0.60 -2.18
S -4.30 0.77 -0.71
C -5.40 -0.13 0.42
O -3.13 -0.13 -0.93
H -5.44 -0.46 -2.43
H -4.86 1.14 -3.00
H -6.31 1.05 -1.97
H -6.31 0.45 0.55
H -4.89 -0.23 1.37
H -5.62 -1.11 0.00
*
```

The value obtained for the HOMO-LUMO gap (alpha / beta) is 6.777 / 6.750 eV.

Atom charges from the Mulliken analysis, given in e for atoms 1 to 4: Mn -1.47; C -0.73; C 1.60; C -1.82


Entry 4:
This record from OMol25 describes a molecular structure, C46H57BFeN2O7P2Si. The level of theory is wB97M-V/def2-TZVPD.

The geometry in ORCA input format:
```
! RIJCOSX wB97M-V def2-TZVPD def2/J DEFGRID3
* xyz -1 6
Fe 1.37 -1.47 -0.16
O 1.44 -4.52 -0.33
C 2.63 -4.98 0.28
C 3.76 -3.98 0.21
N 3.43 -2.67 0.77
C 4.54 -1.74 0.59
C 4.09 -0.32 0.88
O 4.87 0.48 1.40
O 2.88 -0.08 0.52
C 3.07 -2.75 2.19
C 1.59 -3.00 2.42
O 1.24 -3.57 3.44
O 0.80 -2.54 1.50
H 0.90 -4.12 0.37
H 2.95 -5.88 -0.26
H 2.45 -5.28 1.32
H 4.03 -3.82 -0.84
H 4.63 -4.41 0.73
H 4.86 -1.79 -0.46
H 5.40 -1.99 1.22
H 3.27 -1.78 2.66
H 3.66 -3.51 2.72
C -5.63 -3.37 0.25
C -4.95 -2.99 1.55
C -5.45 -3.88 2.67
O -3.53 -3.26 1.37
B -2.88 -2.06 1.30
O -3.67 -0.97 1.50
C -5.00 -1.44 1.87
C -6.00 -0.65 1.06
C -5.17 -1.12 3.35
H -5.48 -4.44 0.07
H -5.20 -2.82 -0.59
H -6.70 -3.17 0.29
H -5.30 -4.92 2.38
H -6.51 -3.71 2.86
H -4.89 -3.72 3.59
H -5.87 -0.80 -0.01
H -5.85 0.41 1.27
H -7.03 -0.92 1.33
H -4.41 -1.62 3.95
H -6.16 -1.42 3.71
H -5.06 -0.05 3.48
C -2.21 -1.89 -1.64
Si -0.68 -2.43 -2.59
C -0.62 -4.27 -2.26
C -1.26 -2.36 -4.38
N 0.75 -1.58 -2.12
C 1.72 -1.02 -2.97
C 1.50 -0.70 -4.33
C 2.50 -0.15 -5.13
C 3.76 0.12 -4.63
C 4.00 -0.18 -3.30
C 3.02 -0.73 -2.50
H -2.91 -2.74 -1.65
H -2.73 -1.01 -2.05
H -2.02 -1.69 -0.57
H -1.46 -4.76 -2.78
H -0.74 -4.48 -1.19
H 0.31 -4.74 -2.58
H -2.15 -3.00 -4.45
H -0.51 -2.76 -5.07
H -1.54 -1.36 -4.72
H 0.54 -0.87 -4.76
H 2.27 0.07 -6.17
H 4.53 0.56 -5.25
H 4.98 0.01 -2.87
H 3.26 -0.97 -1.48
C 1.22 2.51 0.53
P 0.42 0.86 0.75
C -1.30 1.41 0.42
C -2.03 2.23 1.27
C -3.27 2.73 0.88
C -3.78 2.41 -0.37
C -3.06 1.59 -1.23
C -1.83 1.09 -0.84
C 0.46 0.72 2.58
C 1.24 1.54 3.39
C 1.29 1.34 4.76
C 0.59 0.29 5.34
C -0.16 -0.56 4.54
C -0.23 -0.34 3.17
P 0.98 3.29 -1.15
C 2.74 3.62 -1.61
C 3.02 4.68 -2.47
C 4.31 4.96 -2.87
C 5.37 4.18 -2.40
C 5.10 3.11 -1.57
C 3.79 2.81 -1.19
C 0.50 4.98 -0.61
C -0.76 5.45 -0.97
C -1.19 6.72 -0.59
C -0.35 7.54 0.15
C 0.91 7.07 0.53
C 1.33 5.80 0.16
H 2.27 2.45 0.77
H 0.71 3.15 1.25
H -1.63 2.48 2.25
H -3.83 3.37 1.55
H -4.75 2.80 -0.68
H -3.46 1.34 -2.21
H -1.26 0.44 -1.50
H 1.85 2.33 2.96
H 1.90 1.99 5.38
H 0.64 0.12 6.41
H -0.66 -1.43 4.96
H -0.79 -1.02 2.54
H 2.20 5.31 -2.83
H 4.51 5.80 -3.53
H 6.39 4.41 -2.69
H 5.91 2.49 -1.20
H 3.61 1.96 -0.54
H -1.42 4.81 -1.54
H -2.17 7.08 -0.88
H -0.67 8.53 0.44
H 1.57 7.70 1.12
H 2.31 5.45 0.46
*
```

The value obtained for the HOMO-LUMO gap (alpha / beta) is 6.940 / 6.888 eV. For the energy above the lowest of the compared OMol25 structures with the same formula, charge and spin, the calculation gives 0.744 eV.

Atom charges from the Mulliken analysis, given in e for atoms 1 to 4: Fe 1.43; O -0.47; C -0.84; C -0.74